<a>
The following is a quantum chemistry calculation of an isolated molecule of C2H4N2O2S, from OMol25.

Computed properties:
Spin multiplicity ... 1
LUMO energy ... -1.12 eV
Frontier orbital gap ... 7.95 eV
SMILES string ... O/N=C(\C=S)NO

Each line ends with the Mulliken charge.
Atoms and positions in Å:
O1 2.444 -0.897 0.114  -0.340
N1 1.854 0.328 -0.068  -0.432
C1 0.574 0.269 -0.093  0.445
C2 -0.217 -0.948 0.158  -0.122
S1 -1.789 -1.118 -0.093  -0.256
N2 -0.093 1.449 -0.494  -0.230
O2 -0.987 1.906 0.493  -0.399
H1 3.396 -0.670 0.142  0.370
H2 0.384 -1.794 0.521  0.329
H3 0.581 2.194 -0.612  0.305
H4 -1.862 1.729 0.124  0.329

***

<b>
The following is a quantum chemistry calculation of an isolated molecule of C2H4N2O2S, from OMol25.

Computed properties:
Spin multiplicity ... 1
LUMO energy ... 0.53 eV
Frontier orbital gap ... 9.68 eV
SMILES string ... N/C(=N\O)C(=O)S

Each line ends with the Mulliken charge.
Atoms and positions in Å:
N1 -0.432 -1.179 0.829  -0.377
C1 -0.087 -0.090 0.130  0.279
N2 -0.430 0.224 -1.040  -0.388
O1 -1.440 -0.606 -1.524  -0.444
C2 1.086 0.637 0.832  0.668
O2 1.412 0.254 1.910  -0.536
S1 1.827 2.007 0.018  -0.218
H1 -1.302 -1.663 0.665  0.234
H2 -0.049 -1.245 1.737  0.226
H3 -1.592 -0.292 -2.463  0.351
H4 1.007 1.953 -1.095  0.205

***

Most stable structure - <b>; separation to the second - 0.0961 hartree.